(1)
This record from OMol25 describes the molecule C2H5ClNOP. The level of theory is wB97M-V/def2-TZVPD.

```
11
C2H5ClNOP wB97M-V/def2-TZVPD
Cl -3.862 0.076 0.073
N -2.278 0.594 -0.141
P -0.941 -0.325 0.219
C 0.534 0.748 -0.115
C 1.515 -0.546 -0.241
O 0.639 -1.645 -0.074
H -0.965 -0.697 1.501
H 0.893 1.435 0.534
H 0.151 1.249 -1.137
H 2.130 -0.470 -1.215
H 2.185 -0.419 0.595
```

HOMO energy (spin up / spin down)   -9.390 / -9.391 eV
Orbital gap (spin up / spin down)   0.29697 / 0.29701 Ha
Multiplicity   1

Here are the natural (NBO) charges for atoms 1 to 4, given in e: number 1, Cl, carries 0.162; number 2, N, carries -0.870; number 3, P, carries 1.459; number 4, C, carries -0.719


(2)
This record from OMol25 describes the molecule C7H14. The level of theory is wB97M-V/def2-TZVPD.

```
21
C7H14 wB97M-V/def2-TZVPD
C -1.320 1.378 -0.007
C -1.406 -0.125 0.332
C -1.581 -0.862 -0.995
C 0.021 -0.789 1.006
C 1.248 0.016 0.570
C 2.340 -0.407 -0.335
C 1.449 0.612 -0.944
H -1.886 1.686 -0.901
H -1.583 2.066 0.807
H -0.247 1.467 -0.335
H -2.174 -0.341 1.082
H -2.292 -0.438 -1.721
H -0.598 -0.773 -1.456
H -1.801 -1.919 -0.851
H -0.068 -0.824 2.110
H 0.125 -1.852 0.705
H 1.554 0.724 1.349
H 3.348 -0.091 -0.112
H 2.246 -1.400 -0.758
H 0.996 0.298 -1.900
H 1.823 1.632 -1.074
```

HOMO energy   -9.451 eV
Orbital gap   0.39142 Ha
Multiplicity   1

Here are the natural (NBO) charges for atoms 1 to 4, given in e: number 1, C, carries -0.654; number 2, C, carries -0.187; number 3, C, carries -0.616; number 4, C, carries -0.410


(3)
This record from OMol25 describes the molecule C7H9N3O2S. The level of theory is wB97M-V/def2-TZVPD.

```
22
C7H9N3O2S wB97M-V/def2-TZVPD
C 2.638 -0.058 0.191
C 1.163 0.057 -0.083
N 0.589 1.265 -0.129
C -0.743 1.468 -0.263
N -1.224 2.738 -0.181
C -1.674 0.391 -0.238
N -3.022 0.505 -0.010
O -3.429 1.494 0.620
O -3.790 -0.417 -0.339
C -0.976 -1.119 -0.052
S -1.917 -2.484 0.113
C 0.445 -1.090 -0.013
C 1.125 -2.391 0.175
H 2.716 0.092 1.232
H 3.042 0.725 -0.392
H 3.055 -1.004 -0.070
H 1.335 1.945 -0.338
H -2.305 2.676 -0.025
H -0.956 3.408 -0.894
H 1.625 -2.804 -0.661
H 0.326 -3.212 0.438
H 1.978 -2.186 0.920
```

HOMO energy   -7.834 eV
Orbital gap   0.26769 Ha
Multiplicity   1

Here are the natural (NBO) charges for atoms 1 to 4, given in e: number 1, C, carries -0.640; number 2, C, carries 0.264; number 3, N, carries -0.532; number 4, C, carries 0.430


Taking the records one at a time from the top gives strongest force on any atom values of 5.9, 1.8, 6.6 eV/Å.
Taking the records one at a time from the top gives energy above the lowest of the compared OMol25 structures with the same formula, charge and spin values of 120.4, 54.0, 78.6 kcal per mole.